(1)
A molecular structure, C28H30N2O8S2Zr in a non-equilibrium geometry, computed with ωB97M-V with the def2-TZVPD basis set.

Structure (XYZ):
```
71
Properties=species:S:1:pos:R:3:forces:R:3
Zr 0.8596 -0.2391 -0.5736 0.45 1.09 -0.07
S 1.3733 3.8805 -1.8949 -0.15 0.10 0.21
S 3.5757 2.2177 -0.6613 -0.16 0.06 -0.03
O -0.7805 -0.6235 -1.9452 -0.09 -0.50 -0.28
O -5.0790 -1.6340 2.5872 0.02 -0.01 -0.13
O 0.5374 -2.4516 -0.3995 0.05 -0.17 0.23
O 1.1911 -4.5647 -0.1352 0.07 -0.14 0.11
O 2.6644 -1.1209 -1.2118 0.16 -0.04 0.28
O -0.8987 -0.4512 0.6858 -0.47 0.03 0.12
O 1.7504 -0.6452 1.4839 0.22 -0.19 0.30
O 4.4235 -2.4861 -1.3199 0.09 -0.05 0.09
N 1.3543 1.2159 -2.0308 -0.04 0.14 0.54
N 1.0275 1.8054 0.2105 -0.28 -0.44 -1.36
C 0.9298 3.0894 -3.3757 -0.05 -0.07 -0.14
C 1.4795 -1.9004 2.1539 -0.18 0.14 -0.08
C -0.1133 2.1156 2.2969 0.01 0.02 0.12
C -2.0599 -0.9639 0.5334 0.10 0.06 0.20
C -3.7611 -2.2101 -0.7064 -0.01 0.01 0.03
C 3.4602 -2.0601 0.8161 0.12 -0.19 0.23
C -1.6716 -1.4931 -1.8530 -0.03 0.24 0.24
C 3.2171 -0.7280 1.5383 -0.32 0.07 -0.25
C 0.2758 1.4850 -5.5444 0.02 0.00 0.06
C 3.5623 -1.8930 -0.6927 -0.23 0.05 -0.42
C 0.2063 2.8661 -5.6686 0.00 -0.10 0.03
C -4.7272 -0.9675 3.7807 0.04 -0.03 -0.07
C 0.8157 4.0799 1.2014 -0.06 -0.02 0.06
C 3.4414 -0.8774 3.0367 0.15 0.03 0.09
C 0.9953 1.6809 -3.2409 0.20 -0.09 0.12
C 1.7879 2.2207 -1.0032 0.00 -0.19 -0.04
C 1.2611 -3.3755 0.1441 -0.29 0.26 -0.41
C -2.9513 -0.9778 1.6503 0.07 -0.03 -0.17
C -4.6024 -2.2257 0.3718 0.15 0.09 0.09
C -2.5075 -1.5695 -0.6784 0.05 -0.10 -0.29
C 2.2021 -1.6911 3.4785 0.03 -0.10 0.07
C 0.5416 3.6640 -4.5684 0.01 0.14 -0.01
C -4.1764 -1.5859 1.5583 -0.15 -0.06 0.07
C 0.1376 2.7203 0.9043 0.45 0.01 0.68
C 0.6723 0.8911 -4.3486 -0.05 -0.03 -0.20
C -1.2106 2.9520 0.2091 -0.15 -0.12 -0.14
C 2.2032 -2.9047 1.2583 0.20 -0.14 0.17
C -1.7671 -2.4731 -2.9819 0.06 0.08 0.05
H 0.4914 4.7450 -4.6498 0.00 0.00 0.00
H -4.0865 -2.6819 -1.6237 -0.01 -0.01 0.00
H 3.6210 0.1672 1.0499 -0.04 -0.06 0.02
H 1.8696 3.9070 1.4228 0.03 0.01 -0.03
H -5.5741 -2.6963 0.3434 -0.02 -0.01 0.00
H -0.8562 2.7131 2.8396 0.02 -0.01 0.00
H -1.7234 2.0011 0.0242 0.10 0.04 0.07
H 1.5779 -1.1143 4.1609 -0.02 0.00 0.01
H -1.0607 3.4510 -0.7476 -0.01 0.00 -0.03
H -0.0979 3.3203 -6.6040 0.00 0.03 -0.01
H 2.4482 -2.6425 3.9531 0.02 0.01 0.00
H 0.7426 4.7833 0.3779 0.02 0.03 -0.10
H 0.3405 4.5464 2.0735 -0.02 -0.01 -0.04
H -4.5341 0.0923 3.5961 0.00 0.01 0.04
H 3.4655 0.1011 3.5147 0.01 0.01 -0.01
H 0.0316 0.8500 -6.3902 0.00 0.02 -0.02
H -0.4572 1.0882 2.2433 -0.05 -0.08 -0.09
H 0.8243 2.1313 2.8589 0.00 -0.02 0.01
H -2.5958 -0.4939 2.5479 -0.01 0.00 0.01
H 0.7510 -0.1860 -4.2711 0.01 0.00 0.04
H 4.3839 -2.5330 1.1534 -0.07 0.00 0.00
H 0.4022 -2.0430 2.2130 0.05 0.06 0.01
H -1.8647 3.5729 0.8324 0.00 0.07 0.00
H -5.5785 -1.0773 4.4491 0.02 0.01 0.02
H -2.7260 -2.9713 -3.0851 -0.03 0.02 0.02
H 4.3834 -1.3878 3.2417 0.00 0.02 0.02
H -1.0074 -3.2224 -2.7320 0.00 -0.01 -0.04
H 2.5073 -3.7930 1.8153 0.01 0.05 -0.06
H -1.4774 -1.9804 -3.9077 0.01 -0.01 -0.01
H -3.8405 -1.4185 4.2349 -0.01 0.03 0.03
```
Forces are in eV/Å.

Properties
energy relative to the best compared isomer or geometry (same formula, charge and spin)	107.8	kJ/mol
calculated total energy	-2640.0994	hartree
charge	-2
gap between HOMO and LUMO	0.1537	Ha

=====

(2)
A molecular structure, C28H30N4O2S2Ti, computed with ωB97M-V with the def2-TZVPD basis set.

Structure (XYZ):
```
67
Properties=species:S:1:pos:R:3:forces:R:3
Ti 0.6662 1.0290 0.7982 0.25 0.46 -0.11
S 0.2308 3.3998 0.3575 0.06 -0.50 -0.05
S 2.6501 1.2611 -0.5522 0.01 -0.05 0.37
O -0.7030 -0.2868 1.2019 -0.06 0.59 -0.03
O 1.5142 1.7081 2.3778 -0.17 0.02 -0.45
N 0.4449 -0.5425 -1.5558 -0.11 0.15 0.06
N 0.8830 -1.8314 1.7049 -0.28 -0.07 -0.04
N 1.6464 -0.6803 1.6240 0.10 -0.22 0.11
N -1.2915 1.7153 -1.6096 -0.19 0.17 -0.05
C 1.0824 -1.8571 -1.3893 0.04 -0.16 0.02
C -2.0734 -4.8550 1.6498 0.01 0.00 0.00
C 2.7659 1.6068 2.7305 0.02 0.07 0.01
C -2.7479 -2.1714 1.4053 0.05 -0.02 0.00
C -3.4065 -4.4797 1.5426 -0.04 -0.01 0.00
C 2.1486 1.0699 -2.2218 0.03 0.11 -0.02
C -1.9977 2.8227 1.8609 0.03 0.06 0.02
C 2.5755 1.5381 -4.5550 -0.01 -0.01 -0.07
C -1.2253 2.9170 -2.4461 0.03 -0.05 0.02
C 2.8375 1.7664 -3.2177 0.01 -0.01 0.04
C 0.9325 -0.0891 -3.9435 -0.04 -0.06 0.13
C -1.9651 1.8905 -0.3789 -0.10 -0.09 -0.01
C -1.3613 2.6927 0.6168 0.10 -0.14 0.07
C 2.8150 -0.7478 2.2050 0.13 0.18 0.03
C -1.4125 -2.5444 1.5126 0.11 -0.15 0.02
C -3.7859 1.4135 1.1422 0.03 0.00 0.01
C -0.3495 -1.5161 1.4788 0.20 -0.22 0.07
C 3.4023 -2.0580 2.6315 -0.09 -0.05 -0.03
C -1.0784 -3.8933 1.6365 -0.01 0.04 -0.02
C -3.1760 1.2572 -0.0889 -0.01 0.04 -0.01
C 3.3154 2.8382 3.3828 0.04 -0.11 0.05
C -3.7409 -3.1396 1.4221 -0.03 0.02 0.01
C -1.6265 0.5502 -2.4019 0.03 -0.17 0.06
C 3.4862 0.4565 2.5535 -0.10 -0.04 -0.03
C 1.1600 0.1654 -2.5934 0.05 0.06 -0.06
C -0.9904 -0.7200 -1.8506 -0.07 0.02 -0.16
C 1.6252 0.5951 -4.9266 0.05 0.04 -0.02
C -3.1969 2.1990 2.1273 -0.05 -0.04 -0.01
H -3.6487 0.6282 -0.8306 0.00 0.01 0.02
H 2.0832 -1.7257 -0.9780 -0.01 0.02 -0.01
H -2.1620 3.0534 -3.0029 0.00 0.01 0.01
H 1.1564 -2.3779 -2.3525 -0.01 0.04 0.01
H 0.4994 -2.4735 -0.7100 0.01 0.01 0.01
H 1.4256 0.3978 -5.9715 -0.01 -0.01 0.00
H -3.6667 2.3091 3.0955 0.00 0.01 0.00
H 3.5888 2.4876 -2.9244 0.00 0.00 0.02
H -1.4708 -1.0334 -0.9237 -0.03 0.03 -0.01
H 4.4285 -1.9195 2.9621 0.02 0.00 -0.01
H 4.5075 0.4095 2.8995 0.00 0.02 0.01
H -1.1562 -1.5257 -2.5811 0.06 0.01 0.02
H -1.5081 3.4290 2.6122 0.00 -0.02 0.01
H -0.0360 -4.1697 1.7203 0.00 0.00 0.00
H -1.0442 3.7930 -1.8345 0.01 0.03 0.01
H -2.7063 0.3983 -2.5339 0.02 -0.02 0.04
H -2.9925 -1.1230 1.3149 -0.01 0.02 0.00
H 3.3643 -2.7797 1.8162 -0.01 0.01 0.00
H -1.2362 0.7399 -3.3992 -0.05 0.01 0.03
H -4.7271 0.9152 1.3388 -0.01 -0.01 -0.01
H 0.1893 -0.8283 -4.2207 0.03 0.00 -0.05
H 2.7527 3.0389 4.2960 -0.01 0.01 0.00
H -1.8121 -5.9011 1.7428 0.01 0.00 0.00
H -0.3974 2.8159 -3.1500 0.00 0.00 0.00
H -4.1843 -5.2324 1.5543 0.00 -0.01 0.00
H 4.3701 2.7331 3.6274 0.00 -0.02 -0.01
H 3.1194 2.0934 -5.3083 -0.01 -0.01 -0.01
H 2.8161 -2.4760 3.4507 0.01 0.00 0.01
H -4.7799 -2.8456 1.3420 0.00 0.00 0.00
H 3.1734 3.6893 2.7170 0.00 0.00 -0.03
```
Forces are in eV/Å.

Properties
energy relative to the best compared isomer or geometry (same formula, charge and spin)	119.1	kJ/mol
calculated total energy	-3100.4343	hartree
charge	0
gap between HOMO and LUMO	0.2632	Ha

=====

(3)
A molecular structure, C28H30N6O3PTi, computed with ωB97M-V with the def2-TZVPD basis set.

Structure (XYZ):
```
69
Properties=species:S:1:pos:R:3:forces:R:3
Ti 1.0503 0.5014 0.1427 -0.10 -0.22 0.10
P 2.1031 0.8403 -2.2979 0.11 -0.17 0.04
O -7.2219 0.8699 0.2158 0.03 -0.03 -0.01
O 0.5069 -0.4145 1.6619 0.11 0.08 -0.47
O 1.6616 2.3681 0.6774 -0.09 0.10 0.07
N -0.5661 -0.7148 -0.6437 -0.02 0.06 0.10
N 3.0394 0.6665 1.1190 0.01 0.22 0.40
N -4.6848 -4.0260 0.7797 -0.32 0.05 0.08
N 4.0771 1.3631 2.9898 -0.01 -0.07 -0.02
N 4.4655 -0.8323 2.2149 0.00 0.06 0.06
N -3.5127 -4.2535 1.0901 0.46 0.33 -0.07
C 3.2665 2.4980 2.5736 0.03 0.01 -0.07
C 3.8936 0.3550 2.1448 0.09 -0.07 -0.16
C -5.5799 -0.4094 1.2382 -0.02 -0.02 -0.02
C 3.7014 1.6466 -2.0097 -0.02 0.02 0.04
C 4.8178 0.8772 -1.6835 0.01 -0.06 -0.04
C 6.1422 2.8696 -1.4614 0.02 -0.01 0.01
C -2.5949 -2.5612 -1.1722 0.03 0.04 0.09
C -2.1089 -1.7370 -2.1603 0.07 0.04 0.06
C -2.0962 -2.4450 0.1407 -0.03 -0.09 -0.02
C 1.2569 1.8930 -3.5166 0.00 0.02 -0.03
C -8.3530 0.9940 -0.6392 -0.04 0.03 -0.02
C -7.0299 -1.4718 -0.3835 0.03 0.00 0.04
C 3.8171 3.0340 -2.0509 -0.05 0.02 0.04
C 6.0333 1.4853 -1.4170 0.03 0.02 0.01
C -0.9068 -2.0986 2.6827 -0.05 -0.03 -0.26
C -4.8920 -1.5852 1.4225 -0.05 0.02 0.06
C -6.6373 -0.3347 0.3207 0.00 0.04 0.03
C 2.5092 -0.6833 -3.2123 -0.03 -0.01 -0.03
C -1.1028 -0.8192 -1.8517 -0.05 -0.04 -0.12
C 5.0345 3.6412 -1.7784 0.01 0.02 0.01
C -0.4797 -1.3475 1.6220 -0.18 -0.10 0.04
C -1.0653 -1.5162 0.3492 -0.08 -0.10 0.31
C -2.5456 -3.1998 1.2658 -0.07 -0.34 0.10
C -1.9329 -3.0504 2.4834 0.09 0.11 -0.10
C -6.3496 -2.6600 -0.1708 0.05 0.10 0.06
C -5.2591 -2.7216 0.6911 0.02 -0.21 -0.16
C 2.5999 1.9000 1.3752 0.15 0.14 -0.12
C 4.9723 1.4242 4.1365 0.01 0.01 0.00
H -9.1687 0.3537 -0.2989 0.00 0.00 -0.01
H -3.3536 -3.2982 -1.3968 -0.06 0.00 0.00
H -8.6576 2.0339 -0.5773 -0.01 -0.02 -0.01
H 3.8713 3.3679 2.3029 0.00 -0.02 0.01
H 3.2926 -0.4830 -3.9435 -0.03 0.00 -0.02
H -6.6606 -3.5671 -0.6715 0.00 -0.02 0.00
H -5.3406 0.4728 1.8160 -0.01 0.02 0.00
H 5.8122 2.0849 3.9241 0.00 -0.01 0.03
H 2.8402 -1.4745 -2.5405 0.02 0.04 0.00
H 4.2342 -1.5282 1.5264 -0.01 0.00 -0.01
H 4.7553 -0.2048 -1.6626 -0.02 0.00 0.00
H 2.9669 3.6557 -2.3013 -0.02 -0.01 -0.01
H -2.2603 -3.6597 3.3149 -0.03 -0.02 -0.01
H 4.4217 1.7925 5.0001 0.03 0.01 0.00
H -2.4871 -1.7890 -3.1702 0.00 -0.01 -0.01
H 1.6218 -1.0428 -3.7343 -0.01 0.01 0.03
H 5.3498 0.4340 4.3756 0.01 0.01 0.02
H -8.0922 0.7503 -1.6712 -0.01 0.01 0.01
H 0.8475 2.7908 -3.0554 0.03 0.00 0.01
H 2.5367 2.7933 3.3303 0.01 -0.02 0.00
H -4.1139 -1.6254 2.1719 -0.08 0.03 -0.06
H 0.4355 1.3415 -3.9740 0.00 -0.01 0.02
H -7.8722 -1.4537 -1.0587 0.01 0.02 0.00
H 5.1004 -1.0875 2.9523 -0.01 0.01 0.00
H -0.4633 -1.9722 3.6604 0.03 0.02 0.01
H 6.9016 0.8791 -1.1952 0.01 0.00 0.00
H 5.1191 4.7180 -1.8311 0.00 0.01 0.00
H 7.0942 3.3445 -1.2671 0.01 0.00 0.00
H -0.7201 -0.1520 -2.6147 -0.01 -0.03 0.01
H 1.9602 2.1800 -4.2994 -0.02 0.00 0.00
```
Forces are in eV/Å.

Properties
energy relative to the best compared isomer or geometry (same formula, charge and spin)	32.1	kJ/mol
⟨S²⟩	0.7538
calculated total energy	-2829.6354	hartree
spin multiplicity	2
charge	+2
gap between HOMO and LUMO (alpha / beta)	0.2192 / 0.2259	Ha

=====

(4)
A molecular structure, C28H30NO7OsS, computed with ωB97M-V with the def2-TZVPD basis set.

Structure (XYZ):
```
68
Properties=species:S:1:pos:R:3:forces:R:3
Os -0.5749 -1.0942 -0.3662 0.09 -0.42 0.79
S 1.7129 -0.5913 1.9495 0.10 -0.43 -0.09
O 1.7582 -0.7586 3.3843 -0.02 0.02 0.05
O -2.8368 1.2387 2.0184 0.00 -0.08 -0.14
O 0.6086 0.4953 -1.3479 0.00 0.09 0.14
O -2.0162 0.1656 0.2476 -0.12 -0.03 0.12
O 2.4586 -1.5056 1.1151 -0.05 0.13 -0.03
O -1.5209 -1.0538 -2.2174 -0.10 -0.27 0.03
O 3.1704 2.5396 -4.7394 0.25 0.15 -0.02
N 0.2092 -0.5769 1.4480 -0.03 0.49 -0.12
C 0.1312 0.6589 -4.9506 -0.05 0.00 -0.03
C -1.4794 -3.0351 3.0387 0.03 -0.04 -0.01
C 2.3907 1.0336 1.6792 0.44 0.24 -0.38
C -2.6029 -3.1796 0.7841 -0.10 -0.09 -0.01
C 1.2190 1.3912 -5.3142 0.02 0.01 -0.04
C -1.3892 -2.5923 4.3465 -0.02 -0.12 0.06
C -2.6810 -4.7139 0.7312 -0.02 0.02 0.01
C -1.2937 -2.6977 0.1662 -0.01 0.19 0.00
C -3.5203 -1.5216 4.1215 -0.03 0.00 -0.02
C -1.2906 -0.5093 -3.3100 0.30 0.25 -0.16
C 2.6840 3.3206 2.3739 0.05 -0.11 -0.14
C 4.0718 3.0030 -3.7525 0.01 0.04 -0.06
C -2.3368 -0.7719 -4.3638 -0.05 0.00 -0.10
C -2.4192 -1.8385 4.8986 -0.01 -0.03 0.01
C 3.0962 1.3137 0.5053 -0.48 0.02 0.13
C -3.6013 -1.9575 2.8029 0.00 0.01 0.06
C -1.9659 0.5668 1.4901 -0.10 0.22 -0.06
C 1.9088 1.4881 -2.9911 -0.03 0.02 0.06
C 2.1179 1.8085 -4.3005 -0.19 -0.11 0.00
C 3.3479 3.6260 1.1831 -0.13 -0.08 0.14
C -0.1333 0.2851 -3.6100 -0.15 -0.14 -0.06
C 0.7715 0.7184 -2.5834 -0.06 0.09 0.04
C -3.7927 -2.6092 0.0072 0.08 -0.01 -0.07
C 3.8290 5.0278 0.9153 0.01 -0.01 -0.01
C 2.2174 2.0353 2.6286 0.07 0.14 -0.08
C -2.5891 -2.7301 2.2460 0.07 0.14 -0.09
C -0.7230 0.1981 2.2753 0.07 -0.15 -0.12
C 3.5484 2.6059 0.2578 0.06 -0.24 0.20
H -4.4437 -1.6466 2.1994 0.02 -0.02 0.04
H -3.2103 -1.1956 -3.8747 0.02 0.00 0.00
H 4.8425 3.5588 -4.2795 0.02 0.01 -0.02
H 2.9961 5.7341 0.9274 0.02 -0.01 0.00
H 3.5701 3.6621 -3.0391 -0.01 0.00 0.00
H -4.3106 -0.9000 4.5249 0.02 -0.01 -0.01
H 4.3159 5.0983 -0.0590 -0.02 -0.01 0.04
H -3.6094 -5.0657 1.1881 0.01 -0.02 0.00
H 4.0826 2.8181 -0.6642 -0.03 0.00 0.05
H -0.5001 -2.8086 4.9261 0.00 0.01 -0.02
H -0.6481 -3.5806 2.6050 -0.03 0.01 0.02
H -3.7981 -1.5209 0.0237 0.03 0.04 0.01
H -0.5682 -3.5374 0.0597 0.04 -0.01 -0.02
H -2.3463 -1.4778 5.9176 0.00 0.00 -0.01
H -4.7374 -2.9877 0.4090 0.01 0.02 -0.01
H 1.7346 1.8035 3.5690 -0.01 -0.01 -0.03
H 4.5284 2.1726 -3.2086 0.01 -0.02 -0.01
H 4.5449 5.3502 1.6751 -0.02 0.00 -0.02
H -0.5563 0.3394 -5.7237 0.03 0.01 -0.01
H 3.2267 0.5229 -0.2244 0.02 0.05 0.08
H -1.8445 -5.1722 1.2625 -0.01 0.01 -0.01
H -1.9604 -1.4902 -5.0959 0.00 0.02 -0.01
H -2.6152 0.1385 -4.8918 -0.02 0.00 -0.02
H -3.7150 -2.9230 -1.0363 -0.02 0.00 0.01
H -2.6536 -5.0546 -0.3082 0.00 0.01 0.03
H 1.4157 1.6677 -6.3415 -0.01 -0.02 0.03
H -1.0288 -0.3481 3.1690 0.00 0.02 -0.03
H 2.5292 4.1002 3.1136 0.01 -0.04 -0.03
H -0.2930 1.1461 2.6088 0.02 0.02 -0.01
H 2.5672 1.8136 -2.1997 -0.06 -0.02 -0.02
```
Forces are in eV/Å.

Properties
energy relative to the best compared isomer or geometry (same formula, charge and spin)	0.0	kJ/mol
calculated total energy	-2155.3238	hartree
charge	-1
gap between HOMO and LUMO	0.2463	Ha

=====

- Number 4 is which compound?
  C28H30NO7OsS

=====

- Among the records above, which one has the lowest charge?
  C28H30N2O8S2Zr

=====

- The highest energy relative to the best compared isomer or geometry (same formula, charge and spin) belongs to which entry?
  C28H30N4O2S2Ti

=====

- Look up the calculated total energy of the first one.
  -2640.0994 hartree